A single C6H10O molecule, computed with ωB97M-V with the def2-TZVPD basis set.

Structure (XYZ):
```
17
Properties=species:S:1:pos:R:3:nbo_charge:R:1
O 1.450 -0.369 1.399 -0.74
C 1.463 -0.189 0.097 -0.02
C 0.767 -1.264 -0.624 -0.09
C -1.093 -0.770 0.463 -0.68
C -1.375 0.724 0.288 -0.45
C -0.253 1.551 -0.304 -0.16
C 1.021 1.181 -0.413 -0.22
H -0.089 -0.829 1.083 0.34
H 2.450 -0.489 -0.400 0.26
H 0.899 -2.269 -0.227 0.21
H 0.506 -1.175 -1.680 0.21
H -1.758 -1.232 1.203 0.26
H -1.332 -1.327 -0.455 0.23
H -2.284 0.871 -0.311 0.21
H -1.600 1.147 1.276 0.23
H -0.538 2.560 -0.602 0.20
H 1.763 1.879 -0.793 0.21
```

Results
HOMO-LUMO gap (alpha / beta) = 8.3 / 8.3 eV
2S+1 = 1
DFT total energy = -8426.51634 eV
HOMO (alpha / beta) = -8.58 / -8.58 eV

A molecular structure, C9H15Cl2EuN at a distorted geometry, computed with ωB97M-V with the def2-TZVPD basis set.

Structure (XYZ):
```
28
Properties=species:S:1:pos:R:3:lowdin_spin:R:1
Eu -0.360 1.403 0.392 6.37
Cl -1.049 2.151 -1.958 -0.01
Cl -0.151 1.442 2.986 -0.01
C -2.187 0.061 0.668 -0.14
H -2.334 -0.123 1.737 -0.01
H -3.109 0.211 0.099 -0.01
C 0.122 -1.096 0.231 -0.10
C -1.306 -1.124 0.071 -0.03
H 0.486 -0.749 1.228 0.00
C -1.757 -1.478 -1.380 0.00
H -1.593 -1.959 0.741 -0.02
C -1.097 -2.805 -1.775 0.00
H -2.853 -1.546 -1.396 0.00
H -1.462 -0.678 -2.077 0.00
C 0.420 -2.690 -1.756 0.00
H -1.392 -3.566 -1.035 0.00
H -1.445 -3.143 -2.760 0.00
C 0.957 -2.114 -0.432 -0.01
H 0.875 -3.675 -1.904 0.00
H 0.754 -2.065 -2.594 0.00
H 1.053 -2.937 0.299 -0.01
H 1.965 -1.708 -0.597 0.00
C 2.847 5.029 2.103 0.00
C 2.038 4.045 1.404 0.00
N 1.397 3.253 0.844 -0.01
H 2.264 5.944 2.289 0.00
H 3.732 5.292 1.504 0.00
H 3.186 4.627 3.070 0.00
```

Results
Net charge = -1
HOMO-LUMO gap (alpha / beta) = 4.5 / 4.6 eV
2S+1 = 7
DFT total energy = -55441.38909 eV
HOMO (alpha / beta) = -2.08 / -2.17 eV
Expectation value of S² = 12.262